Entry 1:
This record from the Open Molecules 2025 dataset describes C23H32N7SSiV as an isolated structure. The level of theory is ωB97M-V/def2-TZVPD.

Gap between HOMO and LUMO (spin up / spin down) = 6.18 / 5.92 eV
Relative energy (zero: lowest compared OMol25 entry of this formula, charge and spin) = 0.000 eV
Expectation value of S² = 2.02
HOMO (spin up / spin down) = -6.66 / -6.65 eV
2S+1 = 3
E = -2910.78135 Ha

Positions of all 65 atoms, in Å:
V  -0.241  -0.253  -0.356
C  -2.478  -3.862  0.967
C  -1.875  -2.513  0.768
N  -1.366  -2.110  -0.344
N  -1.391  -2.950  -1.407
C  -1.164  -2.303  -2.533
N  -1.133  -3.050  -3.652
S  -0.955  -0.593  -2.687
C  -1.835  -1.499  1.831
C  -2.445  -1.648  3.071
C  -2.383  -0.608  3.981
C  -1.728  0.565  3.636
C  -1.141  0.641  2.388
N  -1.176  -0.369  1.521
H  -2.798  -4.259  0.008
H  -1.733  -4.548  1.379
H  -3.326  -3.829  1.649
H  -1.349  -4.030  -3.591
H  -1.034  -2.607  -4.546
H  -2.955  -2.566  3.318
H  -2.848  -0.710  4.953
H  -1.665  1.402  4.316
H  -0.609  1.526  2.059
C  -3.922  0.961  -0.561
C  -2.805  1.896  -0.915
C  -3.013  3.132  -1.497
C  -1.899  3.912  -1.815
C  -0.624  3.470  -1.549
C  -0.474  2.218  -0.923
N  -1.570  1.483  -0.623
N  0.659  1.543  -0.592
Si  2.239  2.274  -0.425
C  2.054  3.957  0.399
C  3.066  2.506  -2.090
C  3.310  1.237  0.685
H  -4.233  1.111  0.476
H  -3.586  -0.071  -0.673
H  -4.788  1.123  -1.201
H  -4.015  3.469  -1.720
H  -2.041  4.872  -2.296
H  0.244  4.048  -1.832
H  1.628  4.726  -0.247
H  3.039  4.307  0.718
H  1.427  3.888  1.291
H  2.457  3.111  -2.767
H  3.248  1.545  -2.573
H  4.030  3.008  -1.970
H  2.845  1.101  1.665
H  4.262  1.754  0.839
H  3.519  0.247  0.277
C  1.387  -1.572  2.631
C  1.962  -1.814  1.270
C  3.156  -2.453  1.055
C  3.419  -2.384  -0.334
C  2.380  -1.691  -0.900
C  2.260  -1.359  -2.354
N  1.451  -1.342  0.069
H  2.093  -1.959  3.366
H  0.435  -2.075  2.810
H  1.254  -0.508  2.845
H  3.776  -2.891  1.823
H  4.273  -2.777  -0.866
H  3.233  -1.509  -2.823
H  1.955  -0.325  -2.527
H  1.541  -1.996  -2.875

Entry 2:
This record from the Open Molecules 2025 dataset describes C23H32N8PbSSeSi as an isolated structure at a distorted geometry. The level of theory is ωB97M-V/def2-TZVPD.

Gap between HOMO and LUMO = 6.13 eV
Relative energy (zero: lowest compared OMol25 entry of this formula, charge and spin) = 0.000 eV
HOMO = -6.23 eV
2S+1 = 1
E = -4615.68896 Ha

Positions of all 67 atoms, in Å:
Pb  -2.027  -4.784  16.514
C  -2.253  -1.192  18.887
C  -1.161  -2.138  19.061
C  -0.209  -1.863  20.064
C  0.829  -2.726  20.233
C  0.993  -3.885  19.424
C  0.020  -4.115  18.428
N  -0.931  -3.162  18.208
N  0.062  -5.145  17.545
Si  1.446  -6.044  17.204
C  2.932  -4.985  17.057
C  1.684  -7.329  18.545
C  1.173  -7.040  15.633
H  -2.354  -0.651  19.806
H  -3.073  -1.756  18.487
H  -1.829  -0.498  18.100
H  -0.335  -1.101  20.840
H  1.617  -2.571  20.989
H  1.771  -4.588  19.534
H  2.595  -4.045  16.650
H  3.714  -5.321  16.401
H  3.491  -4.794  17.987
H  1.034  -8.143  18.226
H  1.279  -6.973  19.524
H  2.687  -7.714  18.615
H  0.504  -6.559  14.960
H  0.921  -8.089  15.756
H  2.202  -7.030  15.155
N  -5.349  -6.243  19.158
C  -4.435  -6.923  19.934
C  -3.227  -6.231  19.839
N  -3.368  -5.180  18.989
C  -4.634  -5.187  18.651
C  -5.201  -4.313  17.639
N  -4.455  -3.366  17.017
C  -5.351  -2.706  16.215
C  -6.550  -3.372  16.120
N  -6.461  -4.379  17.090
H  -6.397  -6.236  19.201
H  -4.732  -7.743  20.509
H  -2.314  -6.607  20.293
H  -5.031  -1.873  15.613
H  -7.373  -3.171  15.529
H  -7.118  -5.135  17.220
Se  -0.376  -2.810  14.823
C  -1.214  -2.856  13.124
C  -2.293  -2.040  12.695
C  -2.755  -1.994  11.399
C  -2.212  -2.948  10.452
C  -1.158  -3.730  10.798
C  -0.720  -3.792  12.152
H  -2.868  -1.496  13.481
H  -3.513  -1.295  11.142
H  -2.603  -2.897  9.448
H  -0.686  -4.397  10.076
H  0.052  -4.538  12.409
C  -1.731  -8.941  12.426
N  -1.966  -8.409  13.768
C  -3.032  -7.699  14.152
N  -3.982  -7.488  13.269
S  -3.164  -7.495  15.811
H  -2.351  -9.828  12.190
H  -0.678  -9.181  12.270
H  -1.974  -8.201  11.671
H  -1.548  -8.838  14.612
H  -3.758  -7.283  12.285
H  -4.631  -6.812  13.550

Entry 3:
This record from the Open Molecules 2025 dataset describes C23H33AuN4O7S as an isolated structure at a distorted geometry. The level of theory is ωB97M-V/def2-TZVPD.

Net charge = +2
Gap between HOMO and LUMO (spin up / spin down) = 4.29 / 4.27 eV
Relative energy (zero: lowest compared OMol25 entry of this formula, charge and spin) = 1.584 eV
HOMO (spin up / spin down) = -13.73 / -13.73 eV
2S+1 = 1
E = -2175.17642 Ha

Positions of all 69 atoms, in Å:
Au  0.222  0.250  1.065
C  2.371  4.841  0.972
N  3.133  3.678  1.384
C  4.446  4.005  1.902
C  2.590  2.473  1.340
O  1.445  2.270  0.897
C  3.417  1.298  1.850
O  2.656  0.152  1.594
C  3.278  -1.076  1.858
C  2.284  -2.144  1.416
O  1.169  -1.800  0.985
N  2.642  -3.412  1.502
C  1.707  -4.465  1.159
C  3.929  -3.902  1.942
H  2.188  5.477  1.840
H  1.428  4.522  0.540
H  2.940  5.409  0.238
H  4.348  4.550  2.844
H  4.958  4.661  1.195
H  5.070  3.132  2.069
H  3.606  1.413  2.928
H  4.373  1.247  1.312
H  3.502  -1.183  2.929
H  4.209  -1.160  1.281
H  0.830  -4.032  0.685
H  1.405  -4.995  2.064
H  2.183  -5.169  0.477
H  4.593  -3.110  2.267
H  4.413  -4.443  1.127
H  3.794  -4.597  2.771
C  -3.304  3.625  1.135
C  -3.027  2.891  2.277
C  -1.961  2.005  2.257
N  -1.218  1.837  1.174
C  -1.453  2.553  0.084
C  -2.491  3.467  0.024
H  -4.140  4.310  1.112
H  -3.624  2.987  3.170
H  -1.706  1.435  3.137
H  -0.786  2.404  -0.751
H  -2.655  4.036  -0.877
C  0.647  -1.682  -5.358
C  -0.473  -1.250  -4.485
C  -0.212  -0.660  -3.244
C  -1.246  -0.266  -2.420
C  -2.550  -0.484  -2.831
C  -2.844  -1.054  -4.058
C  -1.803  -1.448  -4.877
S  -3.873  -0.042  -1.725
O  -4.939  0.620  -2.394
O  -3.333  0.559  -0.531
N  -4.491  -1.575  -1.294
C  -3.706  -2.437  -0.482
C  -3.657  -2.077  1.005
C  -2.452  -1.120  1.353
O  -2.634  -0.499  2.380
O  -1.473  -1.162  0.591
H  1.513  -1.039  -5.235
H  0.357  -1.703  -6.404
H  0.944  -2.695  -5.079
H  0.810  -0.525  -2.926
H  -1.073  0.173  -1.449
H  -3.875  -1.183  -4.347
H  -2.011  -1.921  -5.824
H  -5.474  -1.519  -1.057
H  -2.694  -2.474  -0.894
H  -4.148  -3.439  -0.541
H  -3.508  -2.962  1.629
H  -4.569  -1.577  1.329

Entry 4:
This record from the Open Molecules 2025 dataset describes C23H33Cl2CrN4O4 as an isolated structure at a distorted geometry. The level of theory is ωB97M-V/def2-TZVPD.

Gap between HOMO and LUMO (spin up / spin down) = 7.39 / 7.38 eV
Relative energy (zero: lowest compared OMol25 entry of this formula, charge and spin) = 1.516 eV
Expectation value of S² = 4.07
HOMO (spin up / spin down) = -7.70 / -7.81 eV
2S+1 = 4
E = -3381.09466 Ha

Positions of all 67 atoms, in Å:
O  -0.052  -1.841  -2.510
C  0.781  -2.683  -2.887
C  0.567  -3.351  -4.163
C  -0.730  -3.454  -4.725
H  -1.592  -3.079  -4.171
C  -0.868  -4.038  -5.977
H  -1.861  -4.146  -6.426
C  0.268  -4.486  -6.670
H  0.153  -4.944  -7.655
C  1.548  -4.366  -6.104
H  2.425  -4.719  -6.646
C  1.698  -3.793  -4.852
H  2.667  -3.663  -4.366
H  1.725  -2.822  -2.342
C  0.870  -3.482  -0.057
C  1.117  -2.044  0.070
H  0.880  -3.990  0.920
H  1.686  -3.929  -0.641
H  -0.086  -3.689  -0.548
C  1.670  -1.439  1.112
C  2.111  -2.064  2.423
H  1.836  -0.362  1.084
H  2.421  -3.114  2.295
H  1.315  -2.010  3.190
H  2.956  -1.479  2.815
Cr  0.077  -0.361  -1.280
Cl  -2.093  -1.176  -0.745
Cl  1.699  0.240  -2.983
H  -2.461  0.423  -4.818
H  -4.455  1.065  -3.911
C  -1.903  0.409  -3.880
C  -4.071  1.094  -2.884
N  -2.626  1.256  -2.932
H  -0.890  0.798  -4.013
C  -1.984  1.754  -1.863
O  -0.783  1.487  -1.590
H  -4.510  1.947  -2.353
H  -2.583  2.370  -1.177
H  -1.837  -0.621  -3.500
H  -4.356  0.163  -2.365
H  3.540  4.093  1.381
H  3.938  4.781  -1.041
C  3.504  3.038  1.084
C  3.975  3.707  -1.274
N  3.157  2.954  -0.326
H  2.752  2.507  1.672
C  2.169  2.146  -0.752
O  1.588  1.273  -0.096
H  3.576  3.530  -2.282
H  1.885  2.321  -1.803
H  4.494  2.597  1.260
H  5.024  3.373  -1.234
N  -3.172  1.589  5.628
C  -2.556  2.393  4.715
O  -2.514  3.610  4.859
C  -1.947  1.706  3.519
C  -1.955  0.321  3.287
C  -1.355  -0.172  2.116
N  -0.780  0.601  1.187
C  -0.808  1.924  1.386
C  -1.331  2.510  2.549
H  -3.562  2.019  6.453
H  -3.160  0.582  5.609
H  -2.410  -0.394  3.972
H  -1.379  -1.238  1.898
H  -0.393  2.554  0.603
H  -1.261  3.593  2.662